(1)
17
Properties=species:S:1:pos:R:3:nbo_charge:R:1 method="wB97M-V/def2-TZVPD" total_energy_ev=-10339.513 gap_ev="10.5 / 4.8" relative_energy_kj_mol=132.9 multiplicity=2 lumo_ev="-3.43 / -9.13" charge=+1
O -2.195 -2.580 -1.791 -0.926
O -0.701 -0.014 -0.989 -0.472
N 0.425 -0.318 2.481 -0.538
N 0.643 0.887 0.558 -0.479
C 0.324 0.591 -0.749 0.678
C -0.310 0.465 1.567 -0.110
C 1.272 1.088 -1.826 -0.706
H 0.184 -0.270 3.472 0.420
H -0.766 1.321 2.046 0.251
H 0.552 -1.298 2.246 0.413
H -2.403 -2.761 -0.869 0.459
H -1.932 -1.648 -1.784 0.470
H 1.600 1.094 0.819 0.441
H 0.738 1.075 -2.774 0.276
H 1.543 2.125 -1.622 0.253
H -1.092 -0.168 1.093 0.303
H 2.119 0.410 -1.878 0.267


(2)
18
Properties=species:S:1:pos:R:3:nbo_charge:R:1 method="wB97M-V/def2-TZVPD" total_energy_ev=-21183.836 gap_ev=9.9 relative_energy_kj_mol=89.3 smiles="NC(=O)[C@@H](N)CS.O" lumo_ev=0.64
S 2.523 1.235 1.828 -0.017
O -1.459 -0.418 0.447 -0.633
O -2.444 -2.997 -0.181 -0.948
N -0.532 -0.930 -1.520 -0.853
N 0.324 2.012 -0.755 -0.830
C 0.637 0.722 -0.133 -0.168
C 0.847 0.885 1.352 -0.538
C -0.558 -0.210 -0.339 0.696
H -0.221 -0.671 -2.442 0.398
H -2.819 -2.144 0.132 0.487
H -1.563 -2.896 0.165 0.464
H 0.342 2.775 -0.096 0.371
H -1.334 -1.539 -1.662 0.407
H 1.538 0.195 -0.491 0.207
H 0.546 0.004 1.925 0.243
H 3.016 0.018 1.593 0.113
H 0.931 2.234 -1.530 0.373
H 0.226 1.725 1.705 0.229


(3)
18
Properties=species:S:1:pos:R:3:nbo_charge:R:1 method="wB97M-V/def2-TZVPD" total_energy_ev=-21183.864 gap_ev=10.0 relative_energy_kj_mol=86.6 smiles="NC(=O)[C@@H](N)CS.O" lumo_ev=0.77
S 0.288 -0.356 2.462 -0.042
O -3.623 0.017 -0.010 -0.960
O 0.840 -0.789 -2.169 -0.614
N -0.854 1.036 -0.936 -0.838
N 2.647 0.212 -1.235 -0.823
C 0.383 0.557 -0.280 -0.166
C 1.304 -0.041 -1.337 0.656
C -0.035 -0.570 0.671 -0.528
H -3.042 0.765 -0.179 0.480
H 0.231 -1.593 0.365 0.250
H -0.634 1.476 -1.819 0.372
H 0.856 1.364 0.275 0.201
H -1.127 -0.620 0.630 0.240
H 3.308 -0.190 -1.876 0.404
H 3.002 0.931 -0.629 0.393
H -1.529 0.295 -1.046 0.373
H -0.734 0.467 2.719 0.125
H -4.509 0.353 0.161 0.477


(4)
18
Properties=species:S:1:pos:R:3:nbo_charge:R:1 method="wB97M-V/def2-TZVPD" total_energy_ev=-21183.934 gap_ev=9.5 relative_energy_kj_mol=79.9 smiles="NC(=O)[C@@H](N)CS.O" lumo_ev=0.61
S 0.374 1.957 1.729 -0.060
O 1.913 -2.568 1.506 -0.929
O 0.340 -1.177 -1.831 -0.634
N -1.162 0.257 -2.686 -0.826
N -1.447 -0.689 0.480 -0.824
C -0.447 -0.270 -1.649 0.664
C -0.717 0.319 -0.267 -0.160
C 0.613 0.713 0.401 -0.512
H 1.362 1.055 -0.299 0.235
H -2.407 -0.791 0.194 0.365
H 0.887 -0.220 0.903 0.244
H 1.646 -2.746 0.583 0.471
H -1.083 -1.626 0.307 0.365
H 1.155 -2.962 1.944 0.461
H -1.775 1.065 -2.599 0.399
H -1.120 -0.230 -3.566 0.403
H -1.284 1.255 -0.286 0.203
H -0.759 1.382 2.212 0.135


(5)
18
Properties=species:S:1:pos:R:3:nbo_charge:R:1 method="wB97M-V/def2-TZVPD" total_energy_ev=-12396.453 gap_ev=10.6 relative_energy_kj_mol=27.2 smiles="NC(=O)[C@@H](N)CO.O" lumo_ev=0.73
O -0.902 1.729 -2.298 -0.961
O -1.769 0.550 0.502 -0.662
O 1.252 -1.302 -1.692 -0.716
N 1.691 -0.149 1.137 -0.855
N -0.679 -0.187 2.301 -0.818
C 0.352 -1.178 -0.621 -0.063
C 0.591 0.095 0.200 -0.180
C -0.702 0.216 1.011 0.668
H -1.569 -0.418 2.706 0.405
H 1.025 -0.657 -2.354 0.479
H -0.675 -1.162 -0.980 0.183
H 0.681 0.960 -0.457 0.215
H -0.802 2.622 -1.963 0.468
H 0.429 -2.028 0.049 0.186
H 0.176 -0.553 2.687 0.419
H 2.494 -0.577 0.721 0.379
H -1.286 1.250 -1.551 0.490
H 2.000 0.734 1.526 0.363


(6)
18
Properties=species:S:1:pos:R:3:nbo_charge:R:1 method="wB97M-V/def2-TZVPD" total_energy_ev=-12396.006 gap_ev=10.4 relative_energy_kj_mol=70.4 smiles="NC(=O)NCCO.O" lumo_ev=0.67
O -0.801 2.729 -0.425 -0.642
O 2.413 0.707 1.375 -0.957
O 1.124 -2.083 -1.537 -0.717
N -1.447 1.278 1.230 -0.889
N -0.482 0.550 -0.774 -0.628
C -0.736 -0.883 -0.552 -0.242
C 0.557 -1.664 -0.324 -0.085
C -0.914 1.583 -0.035 0.766
H -1.564 2.173 1.695 0.395
H -1.178 -1.250 -1.485 0.192
H 2.968 1.502 1.378 0.481
H 0.464 -2.485 0.410 0.165
H 1.268 -1.028 0.202 0.204
H -2.326 0.793 1.359 0.389
H -1.383 -1.011 0.303 0.213
H 0.503 -2.550 -2.110 0.466
H -0.035 0.779 -1.646 0.412
H 1.571 0.860 0.937 0.477


(7)
18
Properties=species:S:1:pos:R:3:nbo_charge:R:1 method="wB97M-V/def2-TZVPD" total_energy_ev=-12395.710 gap_ev=10.1 relative_energy_kj_mol=98.9 smiles=c1c[nH]cn1.O.O.O lumo_ev=0.57
O 0.773 3.250 0.963 -0.940
O -1.386 0.304 -2.515 -0.954
O 1.647 -1.242 -2.482 -0.970
N -1.299 -0.173 1.157 -0.506
N 0.415 -1.380 0.559 -0.497
C -0.868 -1.185 0.383 0.172
C -0.242 0.261 1.908 -0.148
C 0.813 -0.519 1.541 -0.093
H -1.356 -1.849 -0.303 0.210
H 1.338 -2.046 -2.902 0.472
H -2.231 0.171 1.317 0.425
H 1.457 3.208 1.638 0.465
H 1.809 -0.583 1.946 0.217
H -1.732 -0.555 -2.764 0.465
H -0.424 0.263 -2.544 0.489
H 0.414 2.355 0.927 0.472
H -0.471 0.913 2.737 0.227
H 1.343 -1.191 -1.566 0.494


(8)
18
Properties=species:S:1:pos:R:3:nbo_charge:R:1 method="wB97M-V/def2-TZVPD" total_energy_ev=-12396.211 gap_ev=9.9 relative_energy_kj_mol=50.6 smiles="NC(=O)CNCO.O" lumo_ev=0.68
O -0.985 -0.010 1.107 -0.670
O -1.225 -2.619 -0.398 -0.946
O 1.190 -1.451 -1.025 -0.762
N -0.488 1.842 2.192 -0.808
N 0.267 0.825 -1.273 -0.629
C 0.608 1.371 0.032 -0.329
C 0.966 -0.307 -1.814 0.086
C -0.355 1.030 1.132 0.664
H 1.944 -0.029 -2.204 0.159
H 1.606 1.025 0.274 0.238
H -0.722 0.638 -1.292 0.362
H -1.171 1.571 2.893 0.414
H -1.431 -1.740 -0.036 0.499
H 0.456 -0.610 -2.725 0.159
H 0.353 -1.879 -0.741 0.493
H -0.056 2.769 2.194 0.400
H -1.140 -3.118 0.414 0.476
H 0.702 2.442 -0.104 0.197


(9)
18
Properties=species:S:1:pos:R:3:nbo_charge:R:1 method="wB97M-V/def2-TZVPD" total_energy_ev=-12386.990 gap_ev="10.6 / 6.5" relative_energy_kj_mol=64.1 multiplicity=2 lumo_ev="-4.24 / -8.35" charge=+1
O -0.689 -0.805 -2.717 -0.932
O -2.879 1.103 -0.497 -0.922
O -1.287 -1.382 2.044 -0.961
N 0.725 0.268 0.822 -0.532
N 2.495 1.323 -0.087 -0.392
C 1.348 -0.646 0.058 0.159
C 1.488 1.394 0.798 0.368
C 2.479 0.053 -0.490 0.106
H -2.260 1.764 -0.821 0.465
H 3.197 -0.334 -1.196 0.259
H -0.897 -2.202 2.297 0.488
H -0.497 -0.203 -2.030 0.440
H 1.076 2.248 1.320 0.245
H -1.241 -0.335 -3.365 0.494
H -1.513 -1.017 2.916 0.493
H -0.189 0.152 1.265 0.489
H -2.420 0.304 -0.312 0.462
H 1.063 -1.685 -0.006 0.271


(10)
20
Properties=species:S:1:pos:R:3:nbo_charge:R:1 method="wB97M-V/def2-TZVPD" total_energy_ev=-32521.128 gap_ev=8.7 relative_energy_kj_mol=0.0 lumo_ev=3.60 charge=-1
S -0.928 -1.034 0.511 1.647
P 1.314 0.302 -0.412 2.113
O -0.289 -2.645 0.313 -0.967
O -2.237 -1.287 0.007 -1.043
O 1.620 1.549 -1.059 -1.142
N -3.717 1.562 -0.367 -0.647
N -0.161 -0.279 -0.642 -1.363
C 1.426 0.500 1.478 -1.054
C 2.479 -1.066 -0.874 -1.031
C -2.612 2.152 -0.381 -0.043
H 0.945 1.435 1.788 0.232
H 0.659 -0.201 2.023 0.221
H -1.581 1.738 -0.593 0.195
H 1.927 -2.049 -0.542 0.259
H -0.993 -2.986 -0.297 0.471
H -3.644 0.576 -0.216 0.369
H 3.418 -0.909 -0.333 0.218
H 2.529 -1.091 -1.974 0.236
H -2.562 3.348 -0.426 0.113
H 2.406 0.386 1.993 0.215


(11)
25
Properties=species:S:1:pos:R:3:nbo_charge:R:1 method="wB97M-V/def2-TZVPD" total_energy_ev=-53084.695 gap_ev=10.0 relative_energy_kj_mol=21.9 lumo_ev=-1.15
S -2.027 1.638 0.218 2.249
S 0.968 -0.937 -1.513 2.272
S 1.490 -0.218 1.137 2.299
O -3.058 2.452 0.778 -0.905
O 0.943 0.646 2.157 -0.939
O -2.365 0.908 -0.971 -0.942
O -1.033 -0.623 0.690 -0.215
O 1.732 -2.078 -1.167 -0.927
O 2.737 0.029 0.550 -0.896
O 1.600 0.146 -2.215 -0.886
N -1.518 0.467 1.363 -0.464
N 0.352 -0.167 -0.134 -0.763
C 1.495 -1.973 1.605 -0.878
C -0.668 -1.366 -2.184 -0.873
C -0.628 2.688 -0.053 -0.910
H -1.055 3.557 -0.351 0.258
H 1.961 -2.600 0.904 0.278
H -0.166 3.071 0.829 0.261
H -0.756 -2.298 -1.694 0.243
H -0.564 -1.693 -3.296 0.264
H 0.483 -2.318 1.707 0.248
H 0.154 2.398 -0.715 0.271
H -0.711 0.837 1.745 0.390
H -1.331 -0.498 -2.012 0.309
H 1.967 -2.070 2.620 0.258


(12)
17
Properties=species:S:1:pos:R:3:nbo_charge:R:1 method="wB97M-V/def2-TZVPD" total_energy_ev=-19131.727 gap_ev=8.7 relative_energy_kj_mol=511.6 lumo_ev=0.89
S 0.400 -0.079 -0.323 1.274
O 0.569 0.867 0.784 -1.022
N 3.133 0.546 0.205 -0.418
N 2.821 -0.378 -0.544 -0.295
C -1.472 0.135 -0.847 -0.568
C 0.176 -1.737 0.401 -0.843
C -2.193 1.158 -0.036 -0.664
H 2.566 0.722 1.057 0.371
H -1.874 -0.913 -0.767 0.211
H -1.349 0.345 -1.953 0.217
H -1.332 1.766 0.526 0.255
H 1.022 -1.998 1.182 0.254
H 3.640 1.321 -0.199 0.327
H 0.168 -2.510 -0.494 0.242
H -2.742 0.634 0.698 0.214
H -2.798 1.889 -0.678 0.224
H -0.734 -1.771 0.989 0.220